Entry 1:
Here is C2H4N2O2S in the gas phase in a non-equilibrium geometry from OMol25. Energies are from ωB97M-V with the def2-TZVPD basis set.

Last column: Löwdin charge in e.
Positions of all 11 atoms, in Å:
C (-1.29111, -1.46457, -0.04713)  0.0389
C (-0.77091, -0.30756, 0.33092)  -0.4235
S (0.06490, 0.90179, -0.96470)  0.8397
N (1.43910, 1.48997, -0.09846)  -0.3148
N (-0.90988, 0.24688, 1.63592)  -0.4659
O (-0.91409, -0.44387, 2.59404)  0.1233
O (-0.98185, 1.43525, 1.66318)  0.0500
H (-1.41734, -1.82336, -1.07064)  0.0725
H (-2.06582, -2.06189, 0.48089)  0.0927
H (2.10524, 1.77076, -0.76404)  0.0032
H (1.06787, 1.91069, 0.70405)  -0.0161

Atomic forces in eV per Å
C -2.3 -0.5 -0.2
C 1.7 0.1 -3.6
S -1.0 -1.5 1.6
N -2.1 -2.9 -0.7
N 0.3 0.2 -0.6
O -0.2 -2.1 1.8
O -0.2 2.7 0.2
H 1.2 0.6 -0.1
H 1.0 0.7 0.8
H 1.0 0.9 0.0
H 0.5 1.9 0.9

Calculated values
E_tot ... -736.6044 hartree
Frontier orbital gap ... 0.298 Eh
LUMO level ... -0.02036 Eh
ΔE to the lowest compared entry with this formula, charge and spin ... 5.4575 eV
SMILES ... C=C(SN)[N+](=O)[O-]

Entry 2:
Here is C2H4N2O2S in the gas phase in a non-equilibrium geometry from OMol25. Energies are from ωB97M-V with the def2-TZVPD basis set.

Last column: Löwdin charge in e.
Positions of all 11 atoms, in Å:
O (2.24571, 0.04165, 0.38570)  -0.0342
N (1.44841, -0.91588, -0.30055)  0.0138
C (0.10589, -0.57279, -0.21561)  -0.5743
N (-0.77427, -1.46473, 0.01968)  -0.2072
S (-2.34125, -0.64420, 0.03434)  0.8178
C (-1.45625, 1.04763, 0.11214)  -0.3790
O (-0.19834, 0.73324, -0.45291)  -0.0806
H (2.68429, 0.53999, -0.32891)  0.1091
H (1.60690, -1.82780, 0.07988)  0.1288
H (-1.99256, 1.77059, -0.55206)  0.0987
H (-1.32853, 1.29230, 1.21829)  0.1070

Atomic forces in eV per Å
O 0.3 -0.1 -0.4
N 0.0 1.4 -0.6
C -0.4 -0.6 0.3
N -1.0 1.2 0.2
S 1.2 0.4 -0.2
C -0.9 -1.2 0.5
O 0.5 -0.2 0.1
H -0.2 -0.4 0.4
H 0.1 -0.3 0.3
H 0.6 -0.5 1.0
H -0.3 0.2 -1.6

Calculated values
E_tot ... -736.7007 hartree
Frontier orbital gap ... 0.333 Eh
LUMO level ... 0.02635 Eh
ΔE to the lowest compared entry with this formula, charge and spin ... 2.8357 eV
SMILES ... ONC1=NSCO1

Entry 3:
Here is C2H4N2O2S in the gas phase in a non-equilibrium geometry from OMol25. Energies are from ωB97M-V with the def2-TZVPD basis set.

Last column: Löwdin charge in e.
Positions of all 11 atoms, in Å:
H (-0.11544, -2.05121, 0.19382)  0.1259
N (0.34097, -1.22721, 0.76088)  0.1035
C (0.31490, -0.04539, 0.16006)  -0.5144
N (0.81170, 1.08751, 0.78972)  -0.0003
O (0.91309, 0.73664, 2.09271)  -0.1069
O (0.19834, 0.12460, -1.18494)  -0.0945
C (-1.09182, -0.04511, -1.61869)  -0.6834
S (-1.33968, -0.08745, -3.24389)  0.6824
H (0.71223, 2.08887, 0.51624)  0.1862
H (0.98555, -0.34965, 2.13293)  0.1519
H (-1.72983, -0.23160, -0.59884)  0.1495

Atomic forces in eV per Å
H 1.5 2.4 1.1
N -1.8 0.8 -1.9
C 2.2 -1.0 0.5
N -1.1 -2.8 -1.5
O 1.0 -1.0 3.1
O -1.3 0.3 -0.5
C -0.1 -0.7 0.4
S -0.5 0.1 2.1
H -0.1 -1.6 0.6
H -0.5 3.1 -0.9
H 0.6 0.5 -3.0

Calculated values
E_tot ... -736.6487 hartree
Frontier orbital gap ... 0.326 Eh
LUMO level ... -0.01428 Eh
ΔE to the lowest compared entry with this formula, charge and spin ... 4.2506 eV
SMILES ... [H]/N=C(/NO)OC=S

Entry 4:
Here is C2H4N2O2S in the gas phase in a non-equilibrium geometry from OMol25. Energies are from ωB97M-V with the def2-TZVPD basis set.

Last column: Löwdin charge in e.
Positions of all 11 atoms, in Å:
C (1.00885, -0.02904, -0.06529)  -0.8063
C (-0.23825, -1.10191, 0.40192)  -0.1007
N (-1.50680, -0.61211, -0.07569)  -0.0887
N (0.73578, 1.25324, -0.19527)  -0.0822
O (-2.11811, -1.18825, -0.96845)  0.0539
O (-0.43069, 1.97870, 0.18629)  -0.0499
S (2.47084, -0.56350, -0.50183)  0.6511
H (-0.03278, -2.06822, 0.15082)  0.0756
H (-0.14398, -1.11259, 1.41327)  0.0745
H (1.55974, 1.87142, -0.17695)  0.1417
H (-1.30460, 1.57225, -0.16882)  0.1311

Atomic forces in eV per Å
C -2.4 -2.5 0.2
C 1.9 4.7 -2.1
N -0.5 -0.7 -0.1
N -0.9 1.6 0.3
O 0.1 0.3 0.1
O -1.0 -0.9 -0.1
S 0.9 -0.7 0.2
H 0.6 -2.4 -1.7
H -0.3 0.6 3.2
H -0.9 -0.2 -0.3
H 2.6 0.3 0.4

Calculated values
Multiplicity ... 3
E_tot ... -736.5711 hartree
Frontier orbital gap (alpha / beta) ... 0.335 / 0.266 Eh
LUMO level (alpha / beta) ... 0.02303 / -0.06089 Eh
ΔE to the lowest compared entry with this formula, charge and spin ... 1.1676 eV

Entry 5:
Here is C2H4N2O3 in the gas phase in a non-equilibrium geometry from OMol25. Energies are from ωB97M-V with the def2-TZVPD basis set.

Last column: Löwdin charge in e.
Positions of all 11 atoms, in Å:
C (1.22066, 0.36506, -0.34918)  0.0310
C (-0.49313, 0.18226, 0.21948)  -0.1712
N (-0.20493, -0.63388, 1.39535)  -0.0188
O (-0.24584, -0.11637, 2.48448)  0.0430
N (-1.20942, -0.54046, -0.82526)  -0.4351
O (-2.34859, -0.24644, -0.86015)  0.1174
O (-0.71517, -1.48399, -1.33996)  0.1198
H (1.85654, -0.39603, 0.02094)  0.0296
H (1.78765, 1.15838, 0.26992)  0.0863
H (1.25215, 0.62922, -1.46620)  0.0948
H (-0.89991, 1.08225, 0.45059)  0.1034

Atomic forces in eV per Å
C -1.6 2.7 0.7
C 6.7 -0.5 -0.8
N -0.3 -1.6 1.0
O -0.1 0.4 -1.8
N 0.8 -0.6 2.6
O -3.5 1.2 -0.9
O 1.5 -1.4 -1.4
H -0.1 -1.9 -0.5
H -1.8 -0.2 -1.0
H -0.1 -0.8 1.9
H -1.4 2.6 0.4

Calculated values
E_tot ... -413.5954 hartree
Frontier orbital gap ... 0.334 Eh
LUMO level ... -0.03172 Eh
ΔE to the lowest compared entry with this formula, charge and spin ... 8.0634 eV
SMILES ... C[C@H](N=O)[N+](=O)[O-]

Entry 6:
Here is 2 unconnected molecules or ions with the total composition C2H4N2OP2 in a non-equilibrium geometry from OMol25. Energies are from ωB97M-V with the def2-TZVPD basis set.

Last column: Löwdin charge in e.
Positions of all 11 atoms, in Å:
O (1.39064, 0.59365, -0.94250)  -0.0721
N (0.60285, 0.98499, -0.15258)  -0.2198
C (0.05085, 1.57110, 0.70122)  -0.3502
P (-1.30558, 1.80680, 1.80203)  0.7981
H (-1.16243, 3.22379, 1.56785)  -0.0852
H (-0.72917, 1.78642, 3.04865)  -0.1367
N (-1.62372, -0.96377, -1.12186)  0.0778
C (-0.59826, -1.43732, -1.30331)  -0.6150
P (1.01822, -2.05924, -1.70160)  0.7793
H (1.07760, -3.55349, -1.58485)  -0.0824
H (1.27900, -1.95293, -0.31305)  -0.0937

Atomic forces in eV per Å
O 0.8 -0.7 -1.4
N -0.4 1.9 2.1
C 0.3 -1.5 -0.6
P -1.0 1.1 -1.3
H -0.5 -0.4 0.6
H 0.9 0.1 0.6
N -0.7 0.5 0.2
C -0.2 -1.3 -0.6
P 1.4 -0.8 0.6
H -1.2 1.3 -0.1
H 0.6 0.0 -0.2

Calculated values
E_tot ... -945.8999 hartree
Frontier orbital gap ... 0.364 Eh
LUMO level ... 0.02012 Eh
ΔE to the lowest compared entry with this formula, charge and spin ... 4.0475 eV
SMILES ... O=NC#[PH2].N#CP